(1)
A cluster of 9 separate species, C23H66N16O14PS2 in total at a distorted geometry, computed with wB97M-V/def2-TZVPD.

Properties
Multiplicity: 1
Net charge: -1
Orbital gap in Ha: 0.2140

Geometry as XYZ:
```
122
Properties=species:S:1:pos:R:3:forces:R:3
C 0.220282 -1.059443 -4.426003 -0.7 0.8 -0.2
C 0.899011 -0.210660 -5.552790 0.0 -0.5 -1.0
C 2.293294 -0.816098 -6.003944 -0.7 -0.2 1.1
C 0.921072 1.337224 -5.312251 -0.1 -1.2 -0.5
P 1.554449 2.001164 -3.660069 0.1 3.7 -1.3
C 0.561775 3.648517 -3.939981 0.8 0.5 -0.5
C 0.679427 4.650263 -2.749995 -1.1 0.4 -0.5
C -0.428268 4.495205 -1.660016 0.2 0.6 0.7
O -1.666108 3.945432 -2.149384 -0.2 0.7 0.0
O 0.156962 1.514935 -2.663846 2.0 -2.8 0.5
C 0.843951 0.880920 -1.570664 -1.3 1.5 2.3
C 0.013337 -0.193404 -0.770135 1.4 -0.1 -0.1
C 0.567645 -0.078055 0.704948 -0.5 -1.1 0.0
C 0.605078 -1.464973 1.457413 -0.1 0.8 -1.6
S -1.125526 -2.132599 1.495109 0.2 -0.2 -0.1
C 2.386941 0.516268 -1.824203 -0.6 -2.4 -1.3
C 2.839842 -0.975540 -1.547341 0.7 0.4 -0.1
C 4.348621 -0.939494 -1.104407 -0.4 -0.7 0.2
C 4.348872 -0.951322 0.469511 1.5 0.1 -0.8
S 4.239575 -2.709909 1.049862 -4.5 -3.5 0.2
O 3.293634 -2.883068 2.201617 2.8 1.3 -1.4
O 3.743244 -3.569554 -0.053642 1.8 1.9 1.2
O 5.725998 -3.285209 1.481877 -0.7 1.7 -0.5
O 2.544763 0.598511 -3.251797 -0.7 0.7 1.4
H -0.220708 -1.987547 -4.837550 0.7 0.4 0.2
H 0.884055 -1.258465 -3.564079 -0.3 0.1 -0.5
H -0.649994 -0.462123 -4.060730 0.6 -0.4 0.0
H 0.245341 -0.373596 -6.444569 0.3 0.2 0.6
H 2.160767 -1.524063 -6.849092 0.1 0.6 0.3
H 3.029634 -0.018527 -6.222399 -0.3 -0.5 0.0
H 2.649116 -1.425085 -5.142312 0.2 0.5 -0.6
H 1.569884 1.778276 -6.108769 -0.3 -0.2 0.6
H -0.105117 1.713645 -5.544739 0.6 -0.2 0.5
H 2.682454 2.664215 -4.322572 0.2 -0.5 -0.1
H 2.087758 2.549272 -2.433338 -0.1 0.3 0.1
H -0.493970 3.460927 -4.239377 0.6 0.1 0.6
H 1.031493 4.146250 -4.832201 -0.3 -0.3 0.6
H 1.663879 4.636785 -2.238747 -0.4 -0.2 -0.4
H 0.564973 5.679972 -3.174233 0.1 -0.5 0.4
H -0.681317 5.505753 -1.226750 0.4 -0.9 -0.4
H -0.072256 3.881887 -0.804113 -0.1 0.2 -0.6
H -1.819634 3.112987 -1.707469 0.2 -0.4 -0.2
H 0.864847 1.707008 -0.806046 0.3 -0.5 -0.4
H -1.073632 -0.017737 -0.850948 0.6 0.0 0.0
H 0.251196 -1.213920 -1.155570 -0.4 0.6 0.2
H -0.063788 0.580776 1.338564 0.5 0.0 -0.6
H 1.590443 0.343962 0.625044 -0.7 -0.2 0.4
H 1.001078 -1.372666 2.488080 -0.9 -0.5 -0.6
H 1.244893 -2.176466 0.900972 -0.4 0.2 0.5
H -1.322612 -2.510703 0.184753 0.5 0.4 0.9
H 3.113152 1.113795 -1.218639 -0.8 0.3 -0.6
H 2.270644 -1.510388 -0.762960 0.3 0.3 -0.6
H 2.756715 -1.516883 -2.509130 -0.1 0.2 0.7
H 4.873263 -0.036571 -1.481231 -0.5 -0.4 0.4
H 4.905412 -1.807389 -1.521621 -0.4 0.5 0.5
H 5.263531 -0.486495 0.892396 -0.5 -0.4 0.0
H 3.450166 -0.389418 0.794132 0.5 -0.8 0.4
H 5.572742 -4.148141 1.889159 -0.3 -0.1 0.0
C 0.499780 -3.887103 4.959963 -0.1 0.0 -0.1
O 1.134037 -2.853732 4.800379 -0.1 0.1 0.1
N -0.553918 -4.228567 4.166254 -0.1 0.2 0.0
N 0.793681 -4.781562 5.945994 0.2 -0.1 0.2
H -1.087475 -5.071113 4.277935 0.1 0.0 0.0
H -0.799719 -3.585930 3.428269 0.1 -0.2 -0.2
H 1.563308 -4.560862 6.549126 0.0 0.0 0.0
H 0.286579 -5.633072 6.095186 -0.1 0.0 0.0
C -0.986203 -3.583421 -7.493348 0.3 0.4 0.3
O -0.412934 -2.653243 -6.955029 -0.3 -0.5 -0.5
N -2.014020 -4.254157 -6.896080 -0.3 -0.1 0.2
N -0.648226 -4.032263 -8.737832 0.1 -0.1 -0.4
H -2.499886 -5.021272 -7.318223 0.0 0.0 0.0
H -2.287397 -3.949186 -5.980078 0.0 0.0 0.0
H 0.103943 -3.560574 -9.204488 0.0 0.0 0.0
H -1.105040 -4.794686 -9.199348 0.0 0.0 0.0
C -3.328668 -3.277149 7.033503 0.6 0.2 -1.0
O -3.436152 -4.499086 7.107007 -0.2 -0.6 0.3
N -2.666344 -2.662849 6.025280 -0.6 -1.1 0.3
N -3.867775 -2.441090 7.964580 -0.3 0.0 0.5
H -2.564158 -1.665795 5.947900 0.1 0.0 -0.1
H -2.252678 -3.249292 5.319813 0.0 0.0 0.2
H -4.365189 -2.862330 8.726088 0.0 0.0 0.0
H -3.791303 -1.442605 7.925582 0.1 0.0 -0.2
C -0.830582 8.679675 -2.047155 -0.1 -0.5 0.1
O -0.545709 8.007742 -1.065451 0.0 0.3 0.0
N -0.391423 9.964456 -2.206306 0.2 0.4 0.1
N -1.603618 8.207564 -3.056737 0.2 0.1 0.1
H -0.610891 10.533345 -3.000497 0.0 -0.1 0.0
H 0.183198 10.344786 -1.478650 0.0 0.0 0.0
H -1.941273 7.269245 -2.974107 0.0 0.0 -0.1
H -1.851387 8.738410 -3.868668 -0.2 -0.1 0.0
C 2.838367 1.105311 3.637257 0.1 -0.4 -0.1
O 2.349009 1.658516 2.660047 0.0 0.1 0.3
N 3.470407 1.795874 4.631300 0.1 0.5 0.2
N 2.792826 -0.237448 3.814871 0.1 0.2 -0.2
H 3.875945 1.363524 5.438774 0.0 -0.1 0.0
H 3.524845 2.792934 4.533227 0.0 0.0 0.0
H 2.335460 -0.781893 3.102913 0.4 -0.1 0.3
H 3.185855 -0.709720 4.606136 -0.1 -0.1 0.0
C -1.205550 0.615890 5.474688 0.7 0.3 -0.7
O -2.029983 -0.220177 5.829562 0.1 1.2 0.2
N -0.402447 0.446052 4.392814 -0.4 -0.1 0.3
N -1.027742 1.793117 6.141721 -0.2 -0.1 0.3
H 0.276673 1.120822 4.087259 0.0 0.0 -0.1
H -0.505238 -0.409417 3.876273 0.1 0.0 0.0
H -1.603493 1.955269 6.945832 0.0 0.0 0.0
H -0.362305 2.491444 5.870342 0.0 -0.1 -0.1
C -4.836653 6.563638 -4.100115 0.3 0.0 0.2
O -4.138274 7.528846 -4.382919 -0.2 -0.1 -0.1
N -6.076822 6.376965 -4.639687 -0.3 0.2 -0.2
N -4.435903 5.602474 -3.229037 0.1 0.3 0.1
H -6.665695 5.596228 -4.424593 0.1 0.0 0.0
H -6.402932 7.068626 -5.287702 0.0 0.0 0.0
H -3.526188 5.703177 -2.812414 0.0 -0.4 0.0
H -4.989379 4.804381 -2.986350 0.1 -0.1 0.0
C -2.922935 -8.983748 6.775471 -0.1 -0.1 -0.4
O -2.861586 -10.036767 6.155788 0.0 0.1 0.2
N -2.383688 -8.834510 8.019896 0.2 -0.1 0.4
N -3.531166 -7.872793 6.280848 -0.1 0.2 0.0
H -2.422286 -7.981234 8.544820 0.0 0.0 -0.1
H -1.925974 -9.632092 8.418861 0.0 0.0 0.0
H -3.939097 -7.942340 5.367812 0.0 0.0 0.0
H -3.589160 -6.996988 6.775864 0.0 0.1 -0.1
```
Forces are in eV/Å.

(2)
A cluster of 2 separate species, C4H10OSi2 in total at a distorted geometry, computed with wB97M-V/def2-TZVPD.

Properties
Multiplicity: 1
Net charge: 0
Orbital gap in Ha: 0.3520
SMILES: C=C[Si](=O)C=C.[SiH4]

Geometry as XYZ:
```
17
Properties=species:S:1:pos:R:3:forces:R:3
C -0.512076 -2.472217 1.623432 1.5 1.5 -0.4
C -1.877594 1.694416 0.554125 3.3 0.1 -1.9
C 0.552139 -1.605808 1.382607 -2.5 -0.3 1.0
C -1.228559 0.824116 1.369528 -1.0 1.5 -1.0
O 1.786895 1.194192 1.334804 -1.2 -1.3 -0.3
Si 1.385972 0.512590 -3.022265 -0.3 2.3 0.5
Si 0.557167 0.250991 1.271926 -0.5 0.9 0.6
H -0.332741 -3.541117 1.662248 0.2 0.0 0.2
H -1.591889 -2.232163 1.807041 1.3 0.4 -0.6
H -2.902148 2.076759 0.626728 0.5 -0.4 0.1
H -1.199124 2.076972 -0.353743 -2.0 -0.5 1.9
H 1.580023 -1.872687 1.459570 0.6 -1.3 -0.4
H -1.860029 0.497311 2.169807 0.0 -0.6 0.7
H 0.396223 -0.090213 -4.042661 0.8 0.3 0.9
H 1.897951 -0.310928 -1.888476 -0.3 -0.3 -0.5
H 2.562807 1.191183 -3.698739 -0.5 -0.7 0.1
H 0.784983 1.806602 -2.255930 0.2 -1.6 -0.9
```
Forces are in eV/Å.

Highest occupied orbital energy? In order: -3.9941 -10.0625 eV.
Calculated total energy? In order: -3983.38616 -812.51533 Eh.